(1)
Molecular formula: C10H25Cl2IrN3O3PTe
Method: DFT, the ωB97M-V functional and the def2-TZVPD basis

- Energy: -2419.6005 Ha
- HOMO level: -15.36 eV
- Charge: +2
- 2S+1: 1

Each line ends with the natural charge from an NBO analysis.
CARTESIAN COORDINATES (ANGSTROEM)
Ir: 0.3881 1.1389 0.4123  0.880
Cl: 2.6328 0.5269 0.8161  0.084
C: 2.1165 2.0936 0.0198  -0.422
Cl: -1.3988 2.5130 -0.2241  -0.165
H: 2.4894 2.0963 -0.9981  0.234
H: 2.4536 2.9169 0.6393  0.232
C: -0.7185 -2.6950 -4.5917  -0.644
C: 0.1135 -2.2528 -3.4217  -0.050
O: -0.6589 -1.2589 -2.6165  -0.845
P: -0.3694 0.2585 -2.5883  2.160
O: 0.6822 0.7141 -1.5951  -1.075
Te: -2.5351 1.1894 -1.8872  0.456
O: 0.0185 0.6433 -4.0353  -0.831
C: 0.3596 2.0167 -4.4716  -0.054
C: -0.6095 2.4430 -5.5390  -0.641
H: -0.1806 -3.4775 -5.1278  0.252
H: -0.8965 -1.8728 -5.2836  0.225
H: -1.6706 -3.1059 -4.2599  0.231
H: 1.0502 -1.7874 -3.7226  0.199
H: 0.3131 -3.0538 -2.7163  0.213
H: 1.3804 1.9438 -4.8367  0.220
H: 0.3409 2.6684 -3.5967  0.185
H: -0.5987 1.7429 -6.3725  0.238
H: -0.3118 3.4223 -5.9145  0.251
H: -1.6244 2.5238 -5.1502  0.216
C: 0.4756 -2.0976 1.7335  -0.417
N: 0.5015 -1.2451 2.9209  -0.388
C: 1.5234 -1.5907 3.9100  -0.415
C: -0.2887 -0.1782 3.0497  0.683
N: -0.7129 0.4871 1.9256  -0.893
N: -0.6693 0.2458 4.2523  -0.373
C: -1.1958 1.5975 4.4482  -0.426
C: -0.8589 -0.6636 5.3875  -0.415
H: 0.5288 -3.1348 2.0633  0.232
H: 1.3268 -1.9045 1.0792  0.203
H: -0.4485 -1.9511 1.1830  0.230
H: 2.4613 -1.7615 3.3811  0.225
H: 1.2669 -2.4976 4.4572  0.224
H: 1.6647 -0.7708 4.6079  0.228
H: -1.5966 0.9570 2.0923  0.392
H: -0.6864 2.3024 3.7954  0.223
H: -1.0084 1.8877 5.4794  0.243
H: -2.2732 1.6370 4.2728  0.214
H: -0.7982 -1.6958 5.0582  0.225
H: -1.8544 -0.4897 5.7938  0.233
H: -0.1238 -0.4815 6.1706  0.226

Forces on atoms 1 to 6 (eV/Å):
Ir -0.45 -0.74 -0.71
Cl 0.06 0.05 0.03
C 0.11 0.00 0.43
Cl -0.02 -0.04 0.05
H -0.03 -0.01 -0.01
H -0.10 0.05 -0.02

=====

(2)
Molecular formula: C10H25N2O5S
Method: DFT, the ωB97M-V functional and the def2-TZVPD basis

- Energy: -1279.5062 Ha
- HOMO level: -13.20 eV
- Charge: +1
- 2S+1: 1

Each line ends with the natural charge from an NBO analysis.
CARTESIAN COORDINATES (ANGSTROEM)
C: 2.8752 2.6793 0.7295  -0.706
C: 2.7492 1.5813 1.7545  0.711
O: 3.2922 1.7803 2.7955  -0.454
N: 1.8262 0.4083 1.3755  -0.606
H: 1.6162 0.0003 2.2255  0.458
H: 1.1032 0.7393 0.6845  0.481
C: 2.6462 -0.7067 0.7815  -0.444
H: 3.6942 3.3463 0.9485  0.258
H: 2.1002 3.2393 0.4215  0.241
H: 3.2142 2.0813 -0.2415  0.211
H: 3.2632 -1.3527 1.4235  0.260
H: 3.3442 -0.5157 -0.0145  0.222
H: 1.7642 -1.2237 0.1985  0.220
C: -0.7888 3.1023 -2.9435  -0.772
C: -0.7708 1.7593 -3.5415  0.701
O: -1.4938 1.3513 -4.4575  -0.443
N: 0.0632 0.6753 -2.7905  -0.588
H: 1.0352 0.8433 -2.9815  0.419
H: 0.0852 0.8703 -1.8415  0.475
C: -0.0648 -0.7037 -3.2145  -0.446
H: -1.3108 3.2543 -1.8985  0.289
H: -1.2688 3.7933 -3.7005  0.291
H: 0.2312 3.4983 -2.6815  0.259
H: 0.6592 -1.3967 -2.9985  0.236
H: -0.0028 -0.7447 -4.3425  0.248
H: -1.1018 -1.1037 -2.8255  0.237
O: 0.1882 1.1963 -0.3045  -1.219
H: -0.1378 2.2193 -0.3475  0.452
C: -3.1318 -2.0747 2.1255  -0.405
C: -2.5198 -1.7437 0.7935  -0.401
C: -1.1178 -2.0837 0.7955  -0.704
S: -0.7148 -2.4747 2.4865  2.222
O: 0.4402 -1.7027 2.8215  -1.004
O: -0.6028 -3.9067 2.5695  -0.916
C: -2.1218 -1.8727 3.2685  -0.696
H: -3.4988 -3.1317 2.0205  0.227
H: -3.9738 -1.5587 2.2475  0.225
H: -2.6788 -0.6567 0.6445  0.213
H: -3.0758 -2.3167 -0.1005  0.227
H: -0.6168 -1.2827 0.4755  0.239
H: -0.7488 -2.7757 0.0065  0.255
H: -2.0828 -0.7217 3.5245  0.254
H: -2.3678 -2.3697 4.1095  0.269

Forces on atoms 1 to 6 (eV/Å):
C 3.79 -3.97 -2.49
C -0.64 2.89 -0.17
O -0.58 -2.15 0.28
N 6.02 0.90 0.49
H -1.93 -0.97 2.46
H -1.72 0.84 -0.89

=====

(3)
Molecular formula: C10H25N2O6S2
Method: DFT, the ωB97M-V functional and the def2-TZVPD basis

- Energy: -1753.3855 Ha
- HOMO level: -5.64 eV
- Charge: -1
- 2S+1: 1

Each line ends with the natural charge from an NBO analysis.
CARTESIAN COORDINATES (ANGSTROEM)
C: 2.6939 -1.3006 -1.2440  -0.663
C: 3.4701 -0.3077 -0.3533  -0.054
O: 2.7257 0.8344 -0.0276  -0.528
C: 2.4808 1.6980 -1.1044  -0.068
C: 1.7739 2.9628 -0.6334  -0.694
S: 0.7858 2.9080 0.8724  2.331
O: -0.0601 4.0817 0.7210  -0.992
O: 1.7031 2.9062 1.9933  -0.970
N: -0.0705 1.5622 0.9562  -1.258
S: -0.7896 0.8756 -0.2709  2.313
O: -0.2508 -0.4650 -0.5073  -1.030
O: -0.8755 1.7063 -1.4682  -1.004
C: -2.4781 0.6589 0.3366  -0.669
C: -3.5271 1.0433 -0.7038  -0.411
C: -3.5193 0.1652 -1.9680  -0.228
N: -3.1186 -1.2234 -1.6748  -0.854
H: 3.3386 -1.7165 -2.0280  0.185
H: 2.2920 -2.1315 -0.6592  0.233
H: 1.8535 -0.8012 -1.7299  0.235
H: 3.6885 -0.7839 0.6060  0.187
H: 4.4362 -0.0740 -0.8357  0.142
H: 3.4361 1.9589 -1.5939  0.156
H: 1.8438 1.2180 -1.8624  0.178
H: 1.0733 3.2883 -1.4017  0.255
H: 2.4831 3.7680 -0.4186  0.229
H: -2.5812 -0.3797 0.6555  0.252
H: -2.5592 1.3116 1.2071  0.246
H: -3.3418 2.0866 -0.9792  0.227
H: -4.5158 0.9931 -0.2273  0.193
H: -2.8542 0.6234 -2.7051  0.203
H: -4.5271 0.1516 -2.4004  0.170
H: -3.8153 -1.8685 -2.0211  0.348
H: -2.2495 -1.4611 -2.1346  0.375
C: -1.1697 -2.0196 2.3485  -0.627
C: 0.1736 -2.5730 1.9015  0.105
C: 1.3009 -1.6075 2.2153  -0.646
O: 0.1532 -2.8566 0.5041  -0.770
H: -1.3632 -1.0787 1.8330  0.211
H: -1.9732 -2.7173 2.1064  0.202
H: -1.1795 -1.8274 3.4238  0.195
H: 0.3455 -3.5361 2.3924  0.149
H: 1.1381 -0.6850 1.6487  0.252
H: 2.2600 -2.0278 1.9057  0.193
H: 1.3531 -1.3530 3.2755  0.198
H: 0.0162 -2.0071 0.0496  0.504

Forces on atoms 1 to 6 (eV/Å):
C 0.24 -0.08 -0.08
C -0.16 -0.79 -0.23
O 0.31 0.25 0.18
C -0.17 -0.13 -0.20
C 0.09 0.02 -0.12
S -0.10 0.23 0.27

=====

(4)
Molecular formula: C10H26AlBCl4NO
Method: DFT, the ωB97M-V functional and the def2-TZVPD basis

- Energy: -2634.7014 Ha
- HOMO level: -3.58 eV
- Charge: -1
- 2S+1: 1

Each line ends with the natural charge from an NBO analysis.
CARTESIAN COORDINATES (ANGSTROEM)
C: 1.6290 -0.1440 0.4085  -0.606
C: 0.4011 0.5239 -0.2053  -0.230
C: 0.3799 2.0074 0.1051  -0.602
C: 0.4151 0.2820 -1.7287  -0.922
Al: -0.7927 -1.3472 -2.0602  0.772
B: -2.8177 -0.8768 -1.5119  0.645
O: -3.8927 -1.4967 -2.1635  -0.969
N: -3.1697 0.0706 -0.4125  -0.791
C: -3.9107 -0.5581 0.6892  -0.402
C: -3.7959 1.2838 -0.9131  -0.402
H: 2.4526 0.5534 0.3050  0.172
H: 1.8196 -1.0598 -0.1248  0.218
H: 1.4602 -0.3794 1.4502  0.197
H: -0.4631 0.0311 0.2317  0.196
H: 1.1017 2.4939 -0.5372  0.195
H: -0.6036 2.3909 -0.1229  0.198
H: 0.6202 2.2341 1.1402  0.177
H: 1.4334 0.0852 -2.0274  0.197
H: 0.0201 1.1633 -2.2255  0.188
H: -0.2537 -2.4976 -1.0297  -0.395
H: -0.6853 -1.8934 -3.5881  -0.409
H: -3.6929 -1.5652 -3.1034  0.497
H: -4.1429 -1.5873 0.4456  0.191
H: -3.2812 -0.5897 1.5758  0.172
H: -4.8294 -0.0415 0.9334  0.170
H: -4.6255 1.1125 -1.5988  0.160
H: -3.0387 1.8979 -1.3800  0.196
H: -4.1587 1.8585 -0.0728  0.177
Cl: 4.4427 -0.8104 -1.7346  -0.027
C: 5.7892 0.3471 -1.6896  -0.396
C: 5.3932 1.6422 -1.0284  -0.389
Cl: 4.2268 2.5659 -2.0061  -0.051
H: 6.1308 0.5110 -2.7084  0.215
H: 6.5949 -0.1195 -1.1243  0.212
H: 6.2722 2.2728 -0.9015  0.209
H: 4.9463 1.4657 -0.0535  0.228
Cl: 1.0832 -0.9151 3.8361  -0.062
C: -0.6927 -0.8450 3.9589  -0.383
C: -1.3336 -2.1111 3.4502  -0.411
Cl: -1.1264 -2.2939 1.6946  0.001
H: -1.0300 0.0231 3.3980  0.230
H: -0.9411 -0.6981 5.0093  0.207
H: -2.4041 -2.0844 3.6521  0.213
H: -0.9092 -2.9868 3.9356  0.212

Forces on atoms 1 to 6 (eV/Å):
C -0.61 0.41 -0.03
C 0.50 -0.41 -0.34
C -0.18 -0.31 0.11
C -0.99 -0.66 0.55
Al 0.66 0.46 -0.11
B 0.48 0.05 -0.47